Record 1
Below is a cluster of 2 separate species, C6H13NO5S in total at a distorted geometry, with properties calculated with ωB97M-V/def2-TZVPD.

The geometry in XYZ format:
```
26
Properties=species:S:1:pos:R:3:nbo_charge:R:1
N -0.028 -1.509 -1.979 -0.823
C 1.303 -1.179 -1.533 0.097
O 1.369 0.246 -1.399 -0.538
C 1.476 0.677 -0.117 0.991
O 0.764 0.323 0.788 -0.565
O 2.419 1.638 0.007 -0.503
C 3.692 1.334 -0.550 -0.167
C 4.648 1.112 0.616 0.421
O 4.931 0.003 0.984 -0.484
H -0.058 -2.443 -2.359 0.365
H -0.257 -0.858 -2.715 0.361
H 2.086 -1.446 -2.239 0.147
H 1.515 -1.654 -0.583 0.183
H 4.034 2.154 -1.169 0.196
H 3.699 0.428 -1.139 0.204
H 5.034 2.023 1.096 0.116
C -4.781 -0.470 1.879 -0.832
S -4.017 -0.273 0.262 1.247
O -3.560 -1.619 -0.164 -0.981
C -2.578 0.629 0.854 -0.829
H -5.692 -1.050 1.749 0.237
H -4.097 -1.000 2.541 0.230
H -5.026 0.511 2.286 0.223
H -2.043 0.031 1.591 0.240
H -2.906 1.574 1.288 0.220
H -1.926 0.819 0.005 0.245
```

Properties
- Electronic energy: -1065.4952 hartree
- E_LUMO: 0.01664 Ha
- Frontier orbital gap: 9.068 eV
- 2S+1: 1



Record 2
Below is a cluster of 2 separate species, C6H13NS in total at a distorted geometry, with properties calculated with ωB97M-V/def2-TZVPD.

The geometry in XYZ format:
```
21
Properties=species:S:1:pos:R:3:nbo_charge:R:1
C -1.420 -1.154 -1.280 -0.094
N -0.304 -0.605 -0.990 -0.612
S 0.187 -0.094 0.434 0.517
C 1.870 0.318 0.061 -0.237
C 2.146 1.256 -1.079 -0.609
C 2.908 0.201 1.122 -0.407
C 2.733 -0.896 0.114 -0.408
H -2.399 -1.073 -0.787 0.152
H -1.588 -1.458 -2.346 0.164
H 3.078 0.893 -1.583 0.208
H 2.463 2.195 -0.585 0.213
H 1.300 1.295 -1.779 0.239
H 2.579 0.002 2.173 0.225
H 3.752 0.773 1.065 0.217
H 3.413 -0.956 -0.750 0.207
H 2.368 -1.878 0.408 0.224
C -4.584 0.202 1.141 -0.843
H -5.438 -0.294 1.490 0.209
H -3.941 -0.507 0.722 0.205
H -4.234 0.812 1.954 0.217
H -4.890 0.967 0.496 0.212
```

Properties
- Electronic energy: -689.2464 hartree
- E_LUMO: 0.03307 Ha
- Frontier orbital gap: 9.161 eV
- 2S+1: 1



Record 3
Below is a structure of composition C6H13NdO5 at a distorted geometry, with properties calculated with ωB97M-V/def2-TZVPD.

The geometry in XYZ format:
```
25
Properties=species:S:1:pos:R:3:lowdin_charge:R:1
O -0.052 -1.704 -1.708 -0.400
C 0.445 -0.831 -0.795 -0.250
C -0.440 0.373 -0.585 -0.182
O -0.887 0.815 -1.880 -0.280
C -2.077 1.600 -1.956 -0.172
C -2.600 1.447 -3.385 -0.289
O -2.650 0.111 -3.771 -0.431
Nd -1.247 -1.185 -3.200 1.948
H 1.498 -0.554 -0.975 0.108
H 0.092 1.187 -0.070 0.145
H -1.339 0.129 0.014 0.136
H -1.859 2.649 -1.703 0.148
H -2.811 1.202 -1.234 0.137
H -1.944 2.038 -4.056 0.131
H -3.597 1.928 -3.420 0.138
H 1.416 -1.119 0.775 0.171
O 2.114 -2.559 2.657 -0.001
C 1.791 -0.004 3.818 -0.094
O 2.661 -0.304 2.747 -0.145
C 2.309 -1.378 1.950 -0.313
H 2.056 0.994 4.185 0.096
H 0.740 -0.009 3.483 0.091
H 1.906 -0.722 4.646 0.095
H 3.196 -1.558 1.328 0.122
H 1.278 -2.546 3.134 0.092
```

Properties
- Total charge: +1
- Electronic energy: -1173.6481 hartree
- E_LUMO (alpha / beta): -0.16554 / -0.16759 Ha
- Frontier orbital gap (alpha / beta): 6.221 / 7.481 eV
- Expectation value of S²: 6.018
- 2S+1: 5



Record 4
Below is a cluster of 2 separate species, C6H13O2 in total at a distorted geometry, with properties calculated with ωB97M-V/def2-TZVPD.

The geometry in XYZ format:
```
21
Properties=species:S:1:pos:R:3:nbo_charge:R:1
C 0.106 0.781 -1.580 -0.521
C -0.748 -0.051 -2.515 -0.611
C 1.339 1.446 -2.368 0.775
O 1.250 2.683 -2.459 -0.786
O 2.207 0.660 -2.773 -0.786
H -0.469 1.536 -1.049 0.186
H 0.380 -0.034 -0.887 0.171
H -0.184 -0.874 -2.990 0.207
H -0.910 0.530 -3.455 0.192
H -1.714 -0.434 -2.195 0.177
C 0.447 -0.262 1.936 -0.390
C -0.872 0.417 1.690 -0.617
C 0.251 -1.754 2.428 -0.608
H 0.984 -0.318 0.997 0.223
H 0.985 0.190 2.779 0.184
H -0.891 1.307 1.062 0.231
H -1.459 0.588 2.603 0.184
H -0.114 -1.583 3.440 0.190
H -0.361 -2.385 1.795 0.200
H -1.490 -0.285 1.111 0.197
H 1.263 -2.157 2.428 0.201
```

Properties
- Total charge: -1
- Electronic energy: -386.9223 hartree
- E_LUMO: 0.12669 Ha
- Frontier orbital gap: 7.331 eV
- 2S+1: 1